1.
DFT (ωB97M-V/def2-TZVPD) results for a structure of composition C2H6EuFO2 in a non-equilibrium geometry.

ORCA input file:
```
! wB97M-V def2-TZVPD RIJCOSX def2/J DEFGRID3
* xyz 2 7
F 3.27 0.68 1.78
Eu 1.24 0.35 2.00
O -0.61 1.39 1.10
H -1.41 1.58 1.60
C 0.21 -1.27 -1.11
O 0.03 -0.43 0.02
C -0.88 0.64 -0.11
H 1.19 -1.07 -1.57
H 0.17 -2.30 -0.76
H -0.60 -1.09 -1.83
H -1.91 0.26 -0.12
H -0.70 1.26 -0.99
*
```

Output
- HOMO energy (alpha / beta) (eV) = -20.28 / -20.30
- relative energy (zero: lowest compared OMol25 entry of this formula, charge and spin) (eV) = 0.000
- M (g mol⁻¹) = 233.03
- LUMO level (alpha / beta) (eV) = -13.00 / -10.03


2.
DFT (ωB97M-V/def2-TZVPD) results for a structure of composition CuHLiO2 in a non-equilibrium geometry.

ORCA input file:
```
! wB97M-V def2-TZVPD RIJCOSX def2/J DEFGRID3
* xyz 0 2
O 0.19 -0.53 0.31
O 0.05 -0.18 -0.76
Li 1.66 -1.69 0.47
Cu 1.37 -1.00 -2.17
H -1.50 -0.39 2.26
*
```

Output
- HOMO energy (alpha / beta) (eV) = -6.44 / -6.45
- relative energy (zero: lowest compared OMol25 entry of this formula, charge and spin) (eV) = 3.043
- M (g mol⁻¹) = 103.49
- LUMO level (alpha / beta) (eV) = -0.93 / -0.91


3.
DFT (ωB97M-V/def2-TZVPD) results for a cluster of 2 separate species, C3H12NO2 in total.

ORCA input file:
```
! wB97M-V def2-TZVPD RIJCOSX def2/J DEFGRID3
* xyz 0 2
C -0.84 -0.02 1.14
C 0.53 0.62 0.94
C 1.61 -0.39 0.57
O 0.41 1.67 -0.03
N -1.66 -0.02 -0.11
H -0.71 -1.05 1.47
H -1.42 0.52 1.89
H 0.83 1.03 1.92
H 1.74 -1.09 1.39
H 2.59 0.07 0.41
H 1.40 -0.94 -0.35
H 0.97 2.41 0.23
H -1.25 -0.65 -0.82
H -1.62 0.94 -0.49
H -2.66 -0.28 0.12
H 0.03 -0.17 -2.95
H 0.18 -1.69 -2.94
O -0.11 -0.94 -2.39
*
```

Output
- HOMO energy (alpha / beta) (eV) = -2.96 / -10.94
- relative energy (zero: lowest compared OMol25 entry of this formula, charge and spin) (eV) = 1.416
- M (g mol⁻¹) = 94.13
- LUMO level (alpha / beta) (eV) = 0.76 / 0.45


4.
DFT (ωB97M-V/def2-TZVPD) results for a structure of composition C30H32AsBrCoN2O2 in a non-equilibrium geometry.

ORCA input file:
```
! wB97M-V def2-TZVPD RIJCOSX def2/J DEFGRID3
* xyz 0 2
Co -0.03 -0.47 0.06
C 0.67 -3.34 0.42
C 0.08 -2.50 -0.56
C -1.24 -2.15 -0.08
C -1.40 -2.79 1.17
C -0.23 -3.50 1.47
H 1.66 -3.78 0.35
H 0.46 -2.41 -1.56
H -2.07 -1.83 -0.69
H -2.29 -2.74 1.79
H -0.04 -4.07 2.37
O 0.85 3.07 -3.01
C -0.46 3.33 -3.24
C -0.74 4.27 -4.23
C -2.04 4.56 -4.58
C -3.10 3.93 -3.93
C -2.83 3.02 -2.93
C -1.52 2.70 -2.56
C -1.31 1.72 -1.43
O -1.06 0.37 -1.76
N -0.22 2.21 -0.61
N 0.05 1.41 0.47
C 0.67 1.94 1.47
C 1.20 1.16 2.55
Br 1.20 -0.72 2.17
C 1.65 1.65 3.71
C 2.29 0.87 4.78
C 1.82 0.97 6.09
C 2.38 0.21 7.11
C 3.44 -0.64 6.83
C 3.93 -0.72 5.54
C 3.37 0.02 4.52
H 0.94 2.51 -2.23
H 0.10 4.75 -4.72
H -2.24 5.30 -5.35
H -4.12 4.16 -4.20
H -3.65 2.53 -2.41
H -2.23 1.68 -0.83
H -0.22 3.21 -0.42
H 0.85 3.02 1.49
H 1.49 2.71 3.89
H 0.98 1.62 6.31
H 1.99 0.28 8.11
H 3.87 -1.24 7.62
H 4.77 -1.37 5.32
H 3.76 -0.03 3.52
C -0.73 0.43 -4.78
As 0.07 -0.28 -3.12
C -0.96 -1.93 -3.28
C 3.46 0.01 -3.04
C 3.25 -0.64 -4.25
C 3.06 0.08 -5.46
C 2.86 -0.57 -6.66
C 2.84 -1.96 -6.71
C 2.98 -2.70 -5.53
C 3.18 -2.06 -4.33
H -0.59 -0.34 -5.54
H -0.25 1.34 -5.11
H -1.80 0.60 -4.65
H -0.59 -2.48 -4.14
H -2.01 -1.68 -3.43
H -0.87 -2.56 -2.40
H 3.61 -0.54 -2.12
H 3.54 1.09 -3.00
H 3.08 1.17 -5.42
H 2.73 0.00 -7.57
H 2.70 -2.47 -7.65
H 2.94 -3.78 -5.57
H 3.29 -2.63 -3.42
*
```

Output
- HOMO energy (alpha / beta) (eV) = -5.92 / -5.91
- relative energy (zero: lowest compared OMol25 entry of this formula, charge and spin) (eV) = 4.502
- M (g mol⁻¹) = 666.36
- LUMO level (alpha / beta) (eV) = -0.37 / -0.46